90
Properties=species:S:1:pos:R:3:lowdin_charge:R:1 method="wB97M-V/def2-TZVPD" charge=+2 molar_mass_da=948.0 homo_ev=-13.911 spin_multiplicity=1 gap_ev=6.7
Ta 1.0088 -0.4180 0.5904 0.966
C -1.0765 1.9589 2.7238 -0.177
Si -1.1979 1.0784 1.0792 0.579
C -2.6229 -0.1405 1.2668 -0.288
C -3.8791 0.3261 1.6718 -0.074
C -4.9129 -0.5468 1.9632 -0.036
C -4.7133 -1.9208 1.8790 -0.037
C -3.4836 -2.4100 1.4818 -0.075
C -2.4506 -1.5219 1.1654 -0.407
P -0.9055 -2.2242 0.5546 0.968
C -1.2714 -2.9039 -1.0871 -0.359
C -2.5280 -2.6990 -1.6587 -0.080
C -2.8353 -3.2813 -2.8805 -0.058
C -1.8978 -4.0646 -3.5361 -0.055
C -0.6413 -4.2601 -2.9773 -0.044
C -0.3261 -3.6803 -1.7605 -0.135
C -0.5449 -3.6061 1.6687 -0.388
C -0.3384 -4.9069 1.2249 -0.067
C -0.0813 -5.9143 2.1483 -0.046
C -0.0366 -5.6257 3.5014 -0.043
C -0.2605 -4.3263 3.9480 -0.052
C -0.5112 -3.3201 3.0359 -0.131
C -1.5010 2.3235 -0.2887 -0.290
C -2.5705 3.2249 -0.2436 -0.069
C -2.7936 4.1187 -1.2766 -0.039
C -1.9544 4.1318 -2.3869 -0.039
C -0.8876 3.2556 -2.4529 -0.074
C -0.6581 2.3662 -1.3999 -0.396
P 0.7579 1.2435 -1.5022 0.947
C 0.6192 0.5066 -3.1504 -0.375
C -0.4984 -0.2952 -3.3872 -0.090
C -0.7320 -0.7984 -4.6544 -0.052
C 0.1505 -0.5108 -5.6886 -0.043
C 1.2611 0.2855 -5.4559 -0.047
C 1.4981 0.8018 -4.1889 -0.071
C 2.2409 2.2939 -1.5189 -0.398
C 3.4928 1.7120 -1.7547 -0.133
C 4.6431 2.4820 -1.6895 -0.046
C 4.5577 3.8349 -1.3797 -0.041
C 3.3215 4.4161 -1.1417 -0.053
C 2.1631 3.6509 -1.2072 -0.089
H -2.0534 2.3891 2.9628 0.048
H -0.3484 2.7677 2.6996 0.019
H -0.8144 1.2822 3.5380 0.039
H -4.0497 1.3910 1.7763 0.098
H -5.8741 -0.1589 2.2736 0.121
H -5.5129 -2.6056 2.1268 0.121
H -3.3228 -3.4796 1.4135 0.124
H -3.2698 -2.0938 -1.1562 0.108
H -3.8150 -3.1270 -3.3129 0.120
H -2.1451 -4.5264 -4.4829 0.120
H 0.0932 -4.8704 -3.4855 0.121
H 0.6525 -3.8566 -1.3330 0.071
H -0.3955 -5.1494 0.1732 0.097
H 0.0764 -6.9271 1.8034 0.119
H 0.1633 -6.4144 4.2139 0.119
H -0.2449 -4.1060 5.0068 0.117
H -0.7039 -2.3113 3.3885 0.108
H -3.2414 3.2306 0.6069 0.101
H -3.6283 4.8050 -1.2242 0.120
H -2.1349 4.8248 -3.1975 0.120
H -0.2347 3.2586 -3.3183 0.122
H -1.2006 -0.5006 -2.5869 0.094
H -1.6064 -1.4064 -4.8392 0.105
H -0.0341 -0.9007 -6.6805 0.118
H 1.9422 0.5183 -6.2631 0.118
H 2.3574 1.4373 -4.0257 0.102
H 3.5670 0.6602 -2.0005 0.074
H 5.6050 2.0284 -1.8873 0.120
H 5.4563 4.4348 -1.3310 0.121
H 3.2546 5.4709 -0.9098 0.120
H 1.2018 4.1123 -1.0210 0.109
S 3.5663 -3.9822 0.4363 0.728
C 2.8197 -2.5676 0.4943 -1.689
S 2.3227 -1.6622 -0.9646 0.550
S 2.3877 -1.7522 2.0163 0.538
N 2.5275 1.3232 1.4013 -0.007
C 2.3083 2.0401 2.6497 -0.317
C 2.1757 3.4176 2.6359 -0.039
C 1.9636 4.0932 3.8302 -0.054
C 1.9030 3.3941 5.0273 -0.054
C 2.0608 2.0150 5.0311 -0.053
C 2.2605 1.3326 3.8408 -0.057
H 2.7059 1.9900 0.6496 0.054
H 3.3741 0.7652 1.4956 0.089
H 2.2394 3.9616 1.7009 0.108
H 1.8597 5.1696 3.8225 0.119
H 1.7498 3.9242 5.9569 0.117
H 2.0327 1.4677 5.9635 0.118
H 2.3991 0.2570 3.8499 0.068


10
Properties=species:S:1:pos:R:3:lowdin_charge:R:1 method="wB97M-V/def2-TZVPD" molar_mass_da=121.1 homo_ev=-9.854 spin_multiplicity=1 gap_ev=8.3
C 1.0374 1.7213 -0.4212 -0.375
N 0.8170 2.8347 -0.2556 0.124
N -2.7366 -0.4270 0.9066 0.057
N 3.2555 0.1601 -0.7632 -0.254
P 1.7153 0.0656 -0.6266 0.275
S 0.3684 -1.3788 -0.4739 0.237
H -3.3727 -0.7893 0.2322 0.006
H -1.8867 -0.6789 0.6413 -0.166
H 3.8059 -0.7801 -1.0579 0.088
H -3.0035 -0.7275 1.8184 0.009


91
Properties=species:S:1:pos:R:3:lowdin_charge:R:1 method="wB97M-V/def2-TZVPD" charge=+2 molar_mass_da=675.6 s_squared=3.83 homo_ev="-12.850 / -12.686" spin_multiplicity=4 gap_ev="6.2 / 4.3"
N 7.3320 -1.5350 -5.5842 0.075
C 7.1884 -0.4895 -4.7677 -0.115
C 5.9942 -0.2490 -4.0858 -0.009
C 4.9419 -1.2107 -4.1086 -0.192
C 5.1707 -2.3783 -4.8967 0.008
C 6.3492 -2.4325 -5.6726 -0.119
C 3.7371 -0.8876 -3.3387 0.016
V 0.5936 -0.3849 -0.4699 0.596
P -1.7647 -2.3708 4.4807 1.204
C 2.7815 -1.6488 -2.6952 -0.015
C 2.2378 -1.1113 -1.4785 -0.292
C 1.9251 -1.9073 -0.3255 -0.119
C 2.0374 -1.2760 0.9415 -0.093
C 1.9889 0.0994 0.9142 -0.164
C 2.3322 0.9206 -0.1548 -0.082
C 2.2145 0.3387 -1.4167 -0.147
Br -1.2051 0.2436 1.4665 0.339
H 3.6630 0.1946 -3.1727 0.110
H 2.5564 -2.7035 -2.9227 0.136
H 5.8706 0.6950 -3.5505 0.114
H 4.4622 -3.2083 -4.9769 0.113
H 8.0388 0.1903 -4.6873 0.119
H 6.5027 -3.2523 -6.3900 0.120
H 1.6329 -2.9579 -0.3916 0.135
H 2.0584 0.9239 -2.3280 0.146
H 2.0849 -1.8783 1.8521 0.124
H 2.5990 1.9708 -0.0709 0.137
P -1.7001 -0.8339 -1.4211 0.839
C -0.2567 -1.3372 4.4224 -0.398
C 0.6972 -1.4759 5.6140 -0.131
H -0.6029 -0.2997 4.3546 0.063
H 0.2561 -1.5886 3.4858 0.051
H 1.4508 -0.6805 5.5705 0.086
H 0.1718 -1.3990 6.5720 0.078
H 1.2282 -2.4336 5.5948 0.080
C -1.7731 -3.5718 3.0966 -0.378
C -2.6399 -4.7949 3.4237 -0.137
H -0.7306 -3.8582 2.9025 0.090
H -2.1669 -3.0392 2.2143 0.061
H -2.3194 -5.6604 2.8291 0.085
H -2.5712 -5.0751 4.4839 0.075
H -3.7021 -4.6148 3.1959 0.082
C -3.2234 -1.3723 3.9721 -0.390
C -3.7665 -0.3947 5.0101 -0.127
H -4.0051 -2.1089 3.7307 0.094
H -2.9251 -0.8838 3.0387 -0.011
H -4.4692 0.2971 4.5333 0.088
H -4.3094 -0.9428 5.7895 0.085
H -2.9828 0.2058 5.4815 0.073
C -3.1941 0.2222 -1.5099 -0.374
C -4.0365 -0.1065 -2.7460 -0.125
H -2.8569 1.2699 -1.5052 0.065
H -3.7635 0.0842 -0.5773 0.084
H -3.6710 0.4344 -3.6288 0.074
H -4.0161 -1.1805 -2.9773 0.072
H -5.0864 0.1663 -2.5882 0.088
C -2.2442 -2.4742 -0.8268 -0.386
C -1.4156 -3.6232 -1.3713 -0.127
H -3.3092 -2.5890 -1.0750 0.096
H -2.1679 -2.4260 0.2722 0.031
H -1.5037 -3.6991 -2.4597 0.084
H -0.3482 -3.5198 -1.1249 0.050
H -1.7652 -4.5678 -0.9400 0.086
C -0.9156 -0.7597 -3.0790 -0.383
C -0.6913 0.6981 -3.5280 -0.123
H -1.5965 -1.2946 -3.7550 0.090
H 0.0381 -1.3243 -3.0667 0.067
H 0.2324 0.7641 -4.1160 0.083
H -1.5034 1.0466 -4.1794 0.082
H -0.5955 1.4323 -2.7008 0.054
C 0.9542 2.6109 2.0747 -0.134
N 0.4471 3.7536 1.3843 -0.084
C 0.1642 4.8556 2.2600 -0.175
C -0.0520 6.1100 1.4380 -0.146
C -1.2472 5.8538 0.5569 -0.165
N -0.9910 4.6699 -0.2345 -0.087
C -1.9118 4.3678 -1.3104 -0.035
C -0.1063 3.6730 0.1139 -0.426
O 0.1343 2.7377 -0.6852 -0.025
H 2.0407 2.6587 2.2339 0.104
H 0.7309 1.6993 1.5175 -0.074
H 0.4518 2.4986 3.0505 0.095
H -0.7336 4.6238 2.8695 0.138
H 1.0068 4.9652 2.9536 0.133
H 0.8533 6.2998 0.8492 0.131
H -0.2070 6.9879 2.0754 0.128
H -1.4677 6.6796 -0.1226 0.130
H -2.1337 5.7090 1.1910 0.133
H -2.6124 3.5506 -1.0434 0.086
H -2.5101 5.2560 -1.5331 0.096
H -1.3832 4.0528 -2.2205 0.089


12
Properties=species:S:1:pos:R:3:lowdin_charge:R:1 method="wB97M-V/def2-TZVPD" charge=+2 molar_mass_da=86.1 smiles="[H]/N=[NH+]/C(N)=C=[NH2+]" homo_ev=-19.290 spin_multiplicity=1 gap_ev=7.6
C 0.4205 -0.1096 0.3121 -0.209
C -0.2332 1.0139 0.1515 0.074
N -0.1744 -1.2596 -0.3807 0.150
N -1.3270 -1.1075 -0.7630 0.365
N -0.8540 2.0565 -0.0823 0.279
N 1.5769 -0.4688 0.9138 0.208
H 0.4256 -2.0704 -0.6572 0.244
H -1.6788 -1.8833 -1.1475 0.105
H -0.6433 2.7014 -0.9734 0.258
H -1.8181 2.2834 0.3837 0.240
H 2.3660 0.1708 1.0598 0.169
H 1.9397 -1.3269 1.1833 0.118


47
Properties=species:S:1:pos:R:3:lowdin_charge:R:1 method="wB97M-V/def2-TZVPD" charge=+1 molar_mass_da=399.4 homo_ev=-9.876 spin_multiplicity=1 gap_ev=6.4
Al -1.9031 -3.7585 17.1977 -0.162
O -4.4664 -6.6423 17.0329 0.062
C -4.0417 -5.7001 17.7012 -0.472
O -2.7520 -5.2978 17.5520 -0.095
C -4.8883 -5.0354 18.7586 -0.153
C -5.8431 -5.8704 19.4394 -0.014
C -6.5633 -5.3578 20.4859 -0.097
C -6.1990 -4.1556 21.0625 -0.085
C -5.2346 -3.3325 20.4858 -0.103
C -4.5961 -3.7776 19.2834 -0.530
S -3.5109 -2.5491 18.4848 0.725
H -5.8435 -6.8762 18.9692 0.128
H -7.4707 -5.9241 20.7908 0.121
H -6.5918 -3.8058 22.0037 0.104
H -4.8297 -2.3783 20.8607 0.098
C -0.1672 0.0175 16.5650 0.044
C -0.0839 -1.4814 16.4238 -0.389
O -1.1422 -2.1408 16.7714 -0.023
N 0.9888 -2.0215 15.9316 0.136
C 1.0961 -3.4936 15.8825 -0.065
C 0.9943 -3.9478 17.3048 -0.175
C 2.2639 -4.1845 17.9503 0.024
C 2.2506 -5.0041 19.0473 -0.018
C 1.0433 -5.6333 19.4005 -0.010
C -0.1348 -5.2451 18.8332 -0.049
N -0.1677 -4.3443 17.8566 0.096
H 0.8468 0.4692 16.6473 0.100
H -0.7656 0.2573 17.4144 0.086
H -0.6920 0.4892 15.6414 0.141
H 1.7538 -1.4832 15.5510 0.172
H 2.0624 -3.7560 15.3903 0.156
H 0.3428 -3.8948 15.2357 0.092
H 3.1659 -3.7681 17.5852 0.113
H 3.1276 -5.1413 19.6991 0.135
H 1.0417 -6.4709 20.1157 0.134
H -1.1434 -5.6429 19.0488 0.144
C -3.7096 -5.9876 12.8043 0.035
N -3.5273 -4.6588 13.5156 -0.130
C -4.4094 -3.5040 13.2189 -0.003
C -2.5694 -4.4846 14.3455 -0.121
N -1.8833 -4.1338 15.2633 0.247
H -2.7466 -6.2762 12.3588 0.101
H -4.5114 -5.8472 12.0754 0.098
H -4.0332 -6.7644 13.4685 0.087
H -4.4699 -3.2997 12.1507 0.092
H -4.0225 -2.5775 13.6587 0.097
H -5.4500 -3.6370 13.6570 0.128


80
Properties=species:S:1:pos:R:3:lowdin_charge:R:1 method="wB97M-V/def2-TZVPD" charge=+1 molar_mass_da=909.9 homo_ev=-8.264 spin_multiplicity=1 gap_ev=0.9
O 9.2716 -1.1366 -1.4374 -0.256
P 8.0598 -0.3202 -1.6716 0.332
O 7.5764 -0.2628 -3.1709 -0.087
O 7.9614 1.1301 -1.0258 -0.119
P 6.4771 -1.3991 -0.5317 1.088
C 4.7644 -0.8928 -0.8350 -0.428
O 4.7254 0.3973 -0.3088 -0.164
C 3.4379 1.0868 -0.3914 -0.166
O 2.5886 0.4576 -1.2997 -0.095
C 1.5131 -0.3360 -0.8027 -0.207
C 0.2977 -0.1885 -1.7032 -0.182
O -0.4285 -1.3988 -1.8878 -0.032
H 6.6342 -0.2358 -3.3691 0.097
H 8.6865 1.7157 -1.3080 0.122
H 6.5958 -2.7088 -0.9852 0.027
H 6.7681 -1.3917 0.8275 0.043
H 4.5914 -0.9641 -1.9281 0.120
H 4.0461 -1.5668 -0.3167 0.067
H 3.6783 2.0845 -0.7908 0.153
H 3.0365 1.1464 0.6393 0.087
H 1.2958 -0.1263 0.2609 0.112
H 1.8115 -1.3900 -0.8277 -0.019
H 0.6462 0.1631 -2.6875 0.144
H -0.3915 0.5667 -1.2924 0.138
H -0.1787 -2.0807 -1.2554 0.043
O 2.2995 0.5567 2.3811 -0.655
H 2.7332 1.0276 3.1076 -0.104
K 0.3474 1.8091 2.3741 0.883
C -5.5366 0.5689 3.0749 -0.532
F -6.7402 0.6292 3.9924 -0.132
F -5.0003 -0.6201 3.3768 0.113
F -6.1209 0.4280 1.9353 0.179
S -4.4175 2.0304 3.3644 0.425
O -4.0292 1.7933 4.7369 -0.317
O -5.2948 3.1218 3.1242 -0.241
O -3.4254 1.7234 2.3700 -0.305
K 2.0485 -3.3649 -0.3432 0.981
C 3.7867 -6.3750 -5.2639 -0.089
C 2.6051 -6.7771 -4.4122 -0.283
O 1.7245 -5.7037 -4.0940 -0.189
C 1.1161 -5.0545 -5.2217 -0.271
C 0.2886 -6.0174 -6.0569 -0.073
H 4.3692 -5.5775 -4.7809 0.063
H 4.4281 -7.2415 -5.4139 0.083
H 3.4808 -6.0218 -6.2481 0.073
H 2.9429 -7.1568 -3.4427 0.109
H 2.0583 -7.6572 -4.9609 0.055
H 1.8865 -4.5642 -5.8268 0.101
H 0.4851 -4.2650 -4.8068 0.103
H 0.8896 -6.8260 -6.4702 0.049
H -0.1916 -5.5008 -6.8907 0.079
H -0.4808 -6.4855 -5.4414 0.086
F -9.2119 2.9002 0.3779 -0.213
P -8.0786 2.2716 -0.6516 0.353
F -7.9813 1.0599 0.5262 -0.268
F -6.9948 3.0330 0.3423 -0.214
F -8.5567 0.9855 -1.5658 -0.206
F -6.8037 2.3437 -1.7026 -0.211
F -8.8639 3.1866 -1.7537 -0.186
F 1.7729 -8.6125 -5.9805 -0.463
C 1.3390 7.3219 2.1174 -0.163
C 0.2175 6.6878 1.3174 -0.173
O -0.1293 7.6842 0.3575 -0.177
S 1.1719 8.5046 -0.0778 0.601
O 1.7071 7.9571 -1.2714 -0.217
O 0.8910 9.8845 0.0407 -0.198
O 2.1028 8.0245 1.1332 -0.190
H 0.9563 8.0347 2.8492 0.137
H 1.9770 6.5966 2.6164 0.129
H -0.6516 6.4489 1.9250 0.137
H 0.5537 5.7949 0.7809 0.126
Mg -7.7600 -0.9245 4.2967 1.354
C -5.8791 -0.3416 8.1615 -0.686
O -5.7555 -1.2191 7.2955 -0.034
N -5.6005 0.9569 7.9405 0.177
N -6.3037 -0.6689 9.4132 0.160
H -5.6978 1.6536 8.6559 0.108
H -5.2265 1.2370 7.0417 0.098
H -6.5047 -1.6334 9.5999 0.108
H -6.4072 0.0033 10.1501 0.102